[1]
Formula: C12H23F7N3PSSiTeTi
Source: the OMol25 dataset
Level of theory: ωB97M-V/def2-TZVPD

The HOMO-LUMO gap (spin up / spin down) comes out at 7.465 / 5.827 eV. As for the LUMO energy (spin up / spin down): -9.920 / -11.558 eV. As for the highest occupied orbital energy (spin up / spin down): -17.385 / -17.385 eV. The value obtained for the energy above the lowest of the compared OMol25 structures with the same formula, charge and spin is 1.1215 eV. As for the energy: -94701.0313 eV. The expectation value of S² is 0.7529.

Structure (ORCA input):
```
! RIJCOSX wB97M-V def2-TZVPD def2/J DEFGRID3
* xyz 3 2
Ti 1.3711 -0.5075 1.3742
C 5.3300 -1.4815 1.5035
Si 4.1662 -1.5831 0.0697
C 3.1429 -3.1399 0.1190
C 4.8413 -1.1639 -1.5963
N 2.8190 -0.3088 0.3747
C 2.9077 1.0989 0.2766
C 4.0928 1.8479 0.3182
C 4.0258 3.2224 0.2139
C 2.8004 3.8899 0.0991
C 1.6043 3.1880 0.0838
C 1.7253 1.8271 0.1759
F 0.5548 1.0191 0.1449
H 5.7949 -2.4596 1.6522
H 4.8153 -1.2281 2.4329
H 6.1371 -0.7644 1.3485
H 3.6494 -3.9241 -0.4489
H 2.1609 -3.0113 -0.3439
H 3.0245 -3.5131 1.1388
H 5.3540 -2.0426 -1.9969
H 5.5731 -0.3562 -1.5582
H 4.0587 -0.8915 -2.3063
H 5.0450 1.3434 0.4115
H 4.9410 3.7982 0.2217
H 2.7835 4.9683 0.0205
H 0.6395 3.6687 0.0052
F 0.4678 0.6079 2.8726
P 1.2724 0.2553 4.4252
F 2.1694 -0.4693 5.4265
F 1.8092 -1.5246 2.7640
F 0.1149 -0.7463 4.5839
F 2.5034 0.7977 3.6229
F 0.7837 1.4990 5.1248
N -7.2887 -0.6885 -2.4738
C -6.7648 -0.4781 -1.2856
N -7.5006 -0.1979 -0.2315
S -5.0263 -0.5689 -1.1095
H -8.2679 -0.5143 -2.6645
H -6.7224 -1.0122 -3.2436
H -8.5117 -0.2416 -0.2603
H -7.0771 0.0876 0.6379
C -0.2869 -3.9034 1.7458
Te -0.9552 -2.1336 0.7715
C -0.7178 -2.8142 -1.2307
H 0.6666 -4.2022 1.3219
H -1.0422 -4.6683 1.5877
H -0.1915 -3.6797 2.8050
H -1.4890 -3.5591 -1.4080
H 0.2658 -3.2538 -1.3597
H -0.8489 -1.9670 -1.8985
*
```

These are the Löwdin partial charges, in e, on atoms 1 to 4: 0.981, -0.138, 0.525, -0.155

=====

[2]
Formula: C12H23FN
Source: the OMol25 dataset
Level of theory: ωB97M-V/def2-TZVPD

The HOMO-LUMO gap comes out at 6.237 eV. As for the LUMO energy: -5.399 eV. As for the highest occupied orbital energy: -11.636 eV. The value obtained for the energy above the lowest of the compared OMol25 structures with the same formula, charge and spin is 2.8055 eV. As for the energy: -17012.7513 eV.

Structure (ORCA input):
```
! RIJCOSX wB97M-V def2-TZVPD def2/J DEFGRID3
* xyz 1 1
C -0.7811 0.6293 -0.3448
C 0.4141 0.4895 0.1588
C 2.6210 -0.4475 0.2385
C 1.8134 0.5709 -0.4447
C 3.7134 -0.0824 1.0915
C 2.3038 -1.8313 0.2523
C 1.6720 0.3061 -1.9884
C 2.2568 2.0205 -0.2085
C -2.4396 -1.6938 1.1736
C -3.2628 -0.7593 -1.0580
C -2.6557 1.9365 0.6822
C -2.9883 -0.5187 0.4283
N -1.9269 0.6220 0.6626
F 0.4899 0.3094 1.6835
H 4.2714 -0.9618 1.3986
H 3.4683 0.3648 2.0284
H 4.2712 0.5255 0.4281
H 1.2994 -2.1482 -0.0600
H 2.3766 -2.3634 1.2285
H 2.9783 -2.4034 -0.4046
H 1.7650 -0.8000 -2.1053
H 2.6197 0.8078 -2.3244
H 0.8365 0.8363 -2.2331
H 2.3646 2.1492 0.8589
H 1.4207 2.6528 -0.4600
H 3.0518 2.3299 -0.8659
H -1.9458 -1.3477 2.0548
H -3.2530 -2.3384 1.5989
H -1.7091 -2.2486 0.5967
H -3.6210 0.1895 -1.4552
H -4.0554 -1.4967 -1.0720
H -2.5246 -1.0971 -1.6883
H -3.2652 2.0637 1.5699
H -1.9549 2.7674 0.5925
H -3.2845 2.0593 -0.1680
H -3.8998 -0.0947 0.9117
H -1.8293 0.5074 1.7430
*
```

These are the Löwdin partial charges, in e, on atoms 1 to 4: 0.028, -0.195, -0.133, -0.466

=====

[3]
Formula: C12H23IrN2O2P2S
Source: the OMol25 dataset
Level of theory: ωB97M-V/def2-TZVPD

The HOMO-LUMO gap (spin up / spin down) comes out at 7.345 / 5.226 eV. As for the LUMO energy (spin up / spin down): -9.594 / -14.046 eV. As for the highest occupied orbital energy (spin up / spin down): -16.939 / -19.271 eV. The value obtained for the energy above the lowest of the compared OMol25 structures with the same formula, charge and spin is 0.3732 eV. As for the energy: -52110.1657 eV. The expectation value of S² is 8.8349.

Structure (ORCA input):
```
! RIJCOSX wB97M-V def2-TZVPD def2/J DEFGRID3
* xyz 3 6
Ir -1.0017 -0.1064 0.4770
P 0.1355 1.4593 1.6874
C 1.7256 1.5541 0.7552
C 2.1379 0.2108 0.2784
N 1.1170 -0.6107 -0.0358
C 1.3766 -1.7267 -0.7306
C 2.7008 -2.1161 -1.0363
C 3.7332 -1.2567 -0.6912
C 3.4616 -0.0842 -0.0427
C 0.1954 -2.6045 -1.1418
P -1.3547 -1.6319 -1.1021
H 4.2203 0.6662 0.1994
H 2.8432 -3.0999 -1.5368
H 4.7707 -1.5307 -0.9657
H 0.3553 -3.0561 -2.1376
H 0.0919 -3.4421 -0.4290
H 1.4328 2.0886 -0.2070
H 2.5020 1.9964 1.4128
H 0.1313 2.5846 -1.4383
O 1.2214 2.6069 -1.4589
H 1.5499 3.5229 -1.2690
H -1.4748 1.2361 -0.6568
O -1.1629 2.3516 -1.4111
H -1.4531 2.3442 -2.3549
C -1.4597 -0.9701 -2.7945
H -1.3071 -1.7532 -3.5357
H -2.4418 -0.5228 -2.9323
H -0.6970 -0.2047 -2.9157
C -2.7452 -2.7754 -0.8690
H -3.6730 -2.2030 -0.9512
H -2.7587 -3.5862 -1.6048
H -2.7024 -3.2057 0.1345
C 0.3085 0.8852 3.3970
H 0.9342 1.5591 3.9864
H -0.6816 0.8347 3.8608
H 0.7392 -0.1174 3.4069
C -0.6066 3.1083 1.7971
H -1.4565 3.0409 2.4880
H 0.1135 3.8427 2.1769
H -0.9744 3.4100 0.8100
S -4.3471 -1.3049 3.3513
C -3.1899 -0.8610 2.3862
N -2.3097 -0.5319 1.6435
*
```

These are the Löwdin partial charges, in e, on atoms 1 to 4: 1.168, 0.737, -0.191, -0.278